Entry 1:
Molecular formula: C8H10ClNO4Tl
Method: DFT, the ωB97M-V functional and the def2-TZVPD basis

Calculated values
energy above the lowest of the compared OMol25 structures with the same formula, charge and spin	60.0	kcal/mol
maximum force	3.6	eV Å⁻¹
spin multiplicity	1
frontier orbital gap (alpha / beta)	5.8 / 5.8	eV
charge	-1
E_LUMO (alpha / beta)	2.2 / 2.2	eV
electronic energy	-1298.7588	hartree

Atoms and positions in Å:
1 C 0.94442 -1.38291 -1.61645
2 C -0.45676 -1.30090 -1.87100
3 C -1.14089 -1.89929 -0.77702
4 C -0.16630 -2.36144 0.15841
5 C 1.12855 -2.05500 -0.37101
6 Tl 0.32186 0.68643 0.56792
7 C -1.82156 1.79698 -0.79913
8 C -0.55161 2.02336 -1.20300
9 C 0.35682 2.53333 -2.04400
10 N 2.27355 1.06631 -0.06716
11 H -2.23778 -2.00947 -0.67803
12 H -0.91931 -0.84038 -2.74986
13 H -0.37142 -2.88839 1.10028
14 H 2.08071 -2.32498 0.07669
15 H 1.72405 -1.01306 -2.26894
16 H -2.49191 1.11714 -1.34587
17 H 2.71791 1.36725 0.82273
18 H -2.26950 2.29158 0.07446
19 H 0.08419 3.27199 -2.81553
20 H 1.43274 2.28476 -1.97934
21 O -0.24655 -1.50068 3.26568
22 Cl -0.10633 -0.10654 3.61495
23 O -0.69596 0.18505 4.89134
24 O 1.26705 0.34581 3.53029
25 O -0.85596 0.71306 2.48360

Entry 2:
Molecular formula: C4H11N3
Method: DFT, the ωB97M-V functional and the def2-TZVPD basis

Calculated values
energy above the lowest of the compared OMol25 structures with the same formula, charge and spin	4.6	kcal/mol
maximum force	1.9	eV Å⁻¹
spin multiplicity	2
frontier orbital gap (alpha / beta)	3.1 / 9.3	eV
charge	-1
E_LUMO (alpha / beta)	4.2 / 4.2	eV
electronic energy	-323.2202	hartree

Atoms and positions in Å:
1 C 0.62044 1.34139 -2.41269
2 C -0.74682 1.10340 -1.77483
3 C -0.81122 -0.00750 -0.73095
4 N 0.23237 0.21286 0.29435
5 C 0.34144 -0.62317 1.38731
6 N -0.43838 -1.82166 1.22279
7 N 1.00938 -0.42738 2.44895
8 H 1.23648 1.96453 -1.74477
9 H 1.18361 0.48463 -2.74176
10 H 0.54190 2.03705 -3.26132
11 H -1.19270 2.01743 -1.42284
12 H -1.42808 0.74467 -2.55301
13 H -0.55892 -0.94892 -1.21847
14 H -1.82839 -0.07068 -0.34102
15 H 0.38443 1.19711 0.45037
16 H -0.21900 -2.32859 2.07764
17 H -1.39065 -1.45083 1.35856
18 H 1.23379 0.51938 2.71089

Entry 3:
Molecular formula: C4H7N3
Method: DFT, the ωB97M-V functional and the def2-TZVPD basis

Calculated values
SMILES string	[H]/N=C(\C#N)NCC
energy above the lowest of the compared OMol25 structures with the same formula, charge and spin	14.5	kcal/mol
maximum force	0.9	eV Å⁻¹
spin multiplicity	1
frontier orbital gap	10.4	eV
charge	0
E_LUMO	0.8	eV
electronic energy	-320.8602	hartree

Atoms and positions in Å:
1 C -0.33191 -0.04730 -2.14134
2 C 0.53589 0.27868 -0.93404
3 N 0.18191 -0.53499 0.22077
4 C -0.12418 0.03024 1.41811
5 N -0.17546 1.28360 1.64976
6 C -0.25280 -0.84975 2.54276
7 N -0.15809 -1.24643 3.61294
8 H -1.38937 0.08445 -1.89902
9 H -0.18614 -1.08111 -2.47136
10 H -0.08600 0.61109 -2.98097
11 H 0.42227 1.32726 -0.64848
12 H 1.59330 0.11787 -1.17292
13 H 0.49171 -1.49584 0.23211
14 H -0.52115 1.52223 2.57168

Entry 4:
Molecular formula: C32H89N9O15
Method: DFT, the ωB97M-V functional and the def2-TZVPD basis

Calculated values
SMILES string	COCCNCCOC.COCCNCCOC.COCCNCCOC.COCCNCCOC.COCCNCCOC.NC(N)=O.NC(N)=O.O.O.O
energy above the lowest of the compared OMol25 structures with the same formula, charge and spin	109.4	kcal/mol
maximum force	7.3	eV Å⁻¹
spin multiplicity	1
frontier orbital gap	7.9	eV
charge	0
E_LUMO	-0.4	eV
electronic energy	-2893.7182	hartree

Atoms and positions in Å:
1 C -2.86069 2.70472 -4.68296
2 O -3.04813 3.34015 -5.63187
3 N -2.25240 1.52870 -4.52684
4 N -3.30148 3.19313 -3.54656
5 H -1.97835 1.10108 -5.39984
6 H -2.14269 1.11848 -3.61044
7 H -3.61207 4.15089 -3.46705
8 H -3.37128 2.50272 -2.81268
9 C 3.73245 -4.68215 -2.12376
10 O 4.93315 -4.95883 -2.14263
11 N 3.06307 -4.33312 -3.22741
12 N 3.06720 -4.56969 -0.97322
13 H 2.07249 -4.16576 -3.12328
14 H 3.57823 -4.33016 -4.09613
15 H 3.66098 -4.69334 -0.16560
16 H 2.08802 -4.34031 -0.88006
17 C -2.54187 4.61100 5.77676
18 O -2.18242 3.23084 5.61144
19 C -2.54262 2.83451 4.34390
20 C -1.69700 1.56343 4.08955
21 N -1.93288 0.57885 5.15521
22 C -1.43541 -0.75958 4.78230
23 C -0.13237 -0.94196 5.53006
24 O 0.67002 -1.83967 4.83377
25 C 0.28523 -3.16425 5.01160
26 H -3.60425 4.80906 5.63453
27 H -1.95366 5.23864 5.10731
28 H -2.18710 4.79792 6.79032
29 H -2.23772 3.48962 3.52783
30 H -3.61672 2.66927 4.25958
31 H -0.64926 1.86384 4.09982
32 H -1.92258 1.15070 3.10626
33 H -1.47654 1.06520 5.91371
34 H -1.25101 -0.87434 3.71416
35 H -2.16650 -1.55900 4.90288
36 H -0.30366 -1.10802 6.59364
37 H 0.48935 -0.04668 5.53332
38 H 0.96738 -3.78779 4.43371
39 H -0.69132 -3.39216 4.58437
40 H 0.46219 -3.46963 6.04287
41 C 4.21914 1.73325 4.36148
42 O 3.29366 2.63856 3.80474
43 C 1.92018 2.30277 4.05020
44 C 1.54114 2.88575 5.43104
45 N 1.79761 4.31195 5.34328
46 C 2.06625 4.86526 6.67263
47 C 2.30579 6.38390 6.62368
48 O 3.40309 6.54967 5.76597
49 C 4.04848 7.84407 5.77389
50 H 5.15855 2.11298 3.95972
51 H 4.14841 0.68442 4.07334
52 H 4.40383 1.77240 5.43500
53 H 1.64780 1.26308 3.86869
54 H 1.25094 2.73613 3.30694
55 H 2.10273 2.45709 6.26108
56 H 0.49332 2.63330 5.59364
57 H 2.57324 4.52912 4.73391
58 H 3.01214 4.39295 6.93782
59 H 1.21475 4.51710 7.25729
60 H 2.47914 6.89262 7.57197
61 H 1.40662 6.76134 6.13670
62 H 3.32563 8.64327 5.60994
63 H 4.76147 7.89377 4.95092
64 H 4.60372 7.92073 6.70873
65 C 0.78020 -2.42478 -4.45939
66 O 0.31456 -2.51266 -3.07586
67 C -0.76782 -1.59908 -2.86574
68 C -1.13192 -1.64893 -1.37477
69 N -0.05489 -0.98080 -0.63953
70 C -0.06254 -1.23432 0.81672
71 C 1.26396 -0.66535 1.46483
72 O 2.33563 -1.38708 0.93885
73 C 3.54200 -1.27124 1.56560
74 H 1.22803 -1.44919 -4.64856
75 H -0.03048 -2.57072 -5.17325
76 H 1.55559 -3.17483 -4.61526
77 H -1.64432 -1.84146 -3.46664
78 H -0.42484 -0.60280 -3.14482
79 H -1.33042 -2.63144 -0.94656
80 H -2.00321 -1.11197 -0.99977
81 H 0.73522 -1.22699 -1.21851
82 H -0.07038 -2.29194 1.08031
83 H -0.85086 -0.63662 1.27434
84 H 1.04854 -0.81197 2.52323
85 H 1.35290 0.40411 1.27388
86 H 4.30159 -1.90521 1.10825
87 H 3.49010 -1.58047 2.60953
88 H 3.98066 -0.27413 1.60383
89 C 4.39947 -0.30795 -3.14439
90 O 3.40493 0.57589 -2.78232
91 C 3.65216 1.28595 -1.63013
92 C 2.30151 1.92265 -1.24604
93 N 1.83548 2.76218 -2.43685
94 C 0.50990 3.35465 -2.29184
95 C 0.33836 4.25173 -1.00259
96 O 1.11789 5.45704 -0.91938
97 C 2.54737 5.35650 -0.55185
98 H 4.00372 -1.26446 -3.48581
99 H 5.19242 -0.47971 -2.41648
100 H 4.77955 0.02611 -4.10982
101 H 4.32353 2.13317 -1.77008
102 H 4.08686 0.73328 -0.79725
103 H 2.39929 2.53847 -0.35200
104 H 1.64410 1.08059 -1.02956
105 H 1.79415 1.99048 -3.08713
106 H -0.13554 2.47691 -2.25922
107 H 0.15160 3.99292 -3.09952
108 H 0.39855 3.56765 -0.15612
109 H -0.63117 4.70305 -1.21336
110 H 2.70159 4.98147 0.45991
111 H 2.95581 6.35985 -0.67261
112 H 3.09175 4.68934 -1.22017
113 C -0.03859 -7.10988 -4.35740
114 O -0.75291 -5.93157 -4.55997
115 C -1.21009 -5.40022 -3.32686
116 C -2.23403 -4.23877 -3.59443
117 N -3.65423 -4.53500 -3.98618
118 C -3.88678 -5.31147 -5.19425
119 C -5.40660 -5.31611 -5.35028
120 O -5.83366 -4.25750 -6.10775
121 C -7.24229 -4.20886 -6.25832
122 H -0.63306 -7.87548 -3.85884
123 H 0.83094 -6.86183 -3.74872
124 H 0.25448 -7.54545 -5.31264
125 H -0.37274 -5.09190 -2.70087
126 H -1.81619 -6.09045 -2.74007
127 H -1.80931 -3.60155 -4.37011
128 H -2.32444 -3.62132 -2.70074
129 H -4.31702 -4.86100 -3.29733
130 H -3.60525 -6.36023 -5.09976
131 H -3.31442 -4.81744 -5.97939
132 H -5.84729 -5.28660 -4.35379
133 H -5.77565 -6.22401 -5.82738
134 H -7.74896 -3.95612 -5.32692
135 H -7.55748 -5.17917 -6.64206
136 H -7.58852 -3.49196 -7.00283
137 O -3.38004 0.89708 -1.76942
138 H -3.52148 1.26616 -0.89764
139 H -3.66747 -0.01286 -1.69431
140 O -1.93942 -0.54774 -6.55801
141 H -1.83030 -1.36845 -6.07767
142 H -2.56049 -0.75846 -7.25521
143 O -4.76035 -1.16218 -0.77479
144 H -4.94305 -1.13396 0.16439
145 H -5.08929 -2.01538 -1.05774